# 1
ORCA calculation (the ωB97M-V functional and the def2-TZVPD basis) on a structure of composition C21H20F5NP2RhSSe in a non-equilibrium geometry.

Output
LUMO level (spin up / spin down): -4.984 / -4.982 eV
HOMO energy (spin up / spin down): -10.846 / -10.845 eV
Charge: +1

```
52
Properties=species:S:1:pos:R:3:forces:R:3
Rh 0.25888 0.28894 -0.38498 -0.597 0.154 -1.334
F 6.54116 0.28182 -3.24767 -0.054 0.007 0.008
C 5.22526 0.31791 -3.11216 0.070 -0.001 0.010
C 4.65988 0.39535 -1.84976 0.063 -0.002 0.132
F 5.43092 0.42724 -0.76771 -0.016 0.004 -0.035
C 3.28692 0.43339 -1.73375 -0.014 -0.018 -0.185
F 2.75209 0.50373 -0.49018 -0.027 -0.014 0.073
C 2.43716 0.38187 -2.82972 0.140 0.023 0.210
S 0.69633 0.40903 -2.66502 -0.617 -0.412 0.377
C 3.03345 0.29786 -4.08559 -0.099 -0.003 0.030
F 2.27274 0.23740 -5.17406 0.054 0.012 0.015
C 4.40823 0.27227 -4.23046 0.039 0.003 -0.148
F 4.95107 0.19712 -5.43830 -0.020 -0.006 0.057
C -3.14415 1.16828 0.13509 0.363 0.267 -0.060
P -2.02358 -0.09302 -0.51121 0.906 -0.439 0.581
C -2.73768 -0.61556 -2.09085 0.377 0.244 -0.134
C -2.29203 -1.54446 0.55137 -0.129 0.116 -0.045
C -3.57142 -1.90261 0.96778 -0.048 0.002 -0.028
C -3.76180 -3.03028 1.75119 0.026 0.025 -0.013
C -2.67346 -3.80775 2.12557 0.031 0.028 -0.013
C -1.39794 -3.45433 1.71413 -0.017 -0.039 -0.031
C -1.20612 -2.32518 0.92175 0.153 -0.146 0.137
P 0.44069 -1.88208 0.31184 -0.848 0.663 0.213
C 1.59124 -2.29564 1.63961 0.160 0.434 -0.071
C 0.74608 -3.11177 -0.98219 0.207 0.364 -0.191
H -4.18100 0.86160 0.00293 0.014 -0.037 -0.052
H -2.97788 2.10465 -0.39848 -0.046 0.025 0.012
H -2.92288 1.32306 1.19015 0.005 0.011 0.001
H -3.74581 -0.98953 -1.91384 -0.015 0.030 0.018
H -2.12354 -1.40597 -2.52082 -0.029 -0.013 -0.018
H -2.76621 0.22072 -2.79000 -0.029 -0.013 -0.017
H -4.42753 -1.30162 0.68616 -0.006 -0.027 0.021
H -4.75884 -3.29879 2.07368 0.012 0.000 0.000
H -2.81708 -4.68781 2.73797 -0.005 0.022 0.010
H -0.55302 -4.06160 2.01511 -0.033 -0.017 0.004
H 1.64432 -3.37571 1.77124 -0.039 -0.012 -0.027
H 1.26716 -1.81402 2.56164 0.005 0.011 0.000
H 2.58269 -1.92041 1.38273 0.019 -0.031 0.016
H 0.55579 -4.10610 -0.57745 0.021 0.011 0.049
H 1.77927 -3.04135 -1.32448 -0.005 -0.031 -0.034
H 0.08480 -2.92211 -1.82589 0.001 -0.029 -0.005
Se 0.34295 1.37057 1.76814 0.419 -1.253 1.301
C -0.01476 3.21332 2.12919 -0.435 -0.001 -0.955
C -0.26443 3.56334 3.44501 0.021 -0.005 0.131
C -0.52963 4.89846 3.72230 0.149 -0.008 -0.207
N -0.55735 5.84683 2.78995 -0.136 0.130 0.055
C -0.32539 5.49510 1.52881 0.072 -0.133 0.121
C -0.04462 4.19046 1.14427 -0.012 0.116 0.040
H -0.24146 2.82577 4.23596 -0.068 0.000 -0.005
H -0.72944 5.21716 4.73877 0.016 -0.013 0.003
H -0.35738 6.29168 0.79397 0.007 -0.013 -0.005
H 0.15736 3.95277 0.10825 -0.006 0.013 -0.010
```
Positions in Å, forces in eV/Å.

=====

# 2
ORCA calculation (the ωB97M-V functional and the def2-TZVPD basis) on a structure of composition C21H20F9MoN3O10P2.

Output
LUMO level: -8.687 eV
HOMO energy: -14.009 eV
Charge: +2

```
66
Properties=species:S:1:pos:R:3:forces:R:3
Mo -0.03457 -0.05480 -0.04763 -0.063 0.344 -0.294
C 0.57684 -4.05611 1.17454 0.031 0.021 0.024
O 0.24442 -3.91407 2.56094 -0.033 -0.092 -0.041
C -0.53788 -2.93294 2.98368 -0.001 0.161 -0.006
C -1.11982 -3.13613 4.25267 0.019 -0.004 -0.031
C -1.97976 -2.23306 4.83668 -0.003 -0.048 0.037
C -2.30895 -1.06462 4.16818 0.005 0.078 -0.055
C -1.73148 -0.80610 2.92471 0.065 -0.137 0.030
C -2.06924 0.39529 2.26201 0.028 0.043 -0.095
N -1.57080 0.81558 1.12572 0.025 -0.216 0.056
N -2.06210 2.03595 0.72046 -0.070 0.219 -0.096
C -1.47116 2.41003 -0.35336 -0.081 0.028 0.089
O -0.52978 1.56510 -0.83375 0.307 -0.303 0.152
C -1.70466 3.63539 -1.09314 -0.092 0.058 -0.011
C -1.13791 3.80212 -2.35891 -0.006 0.002 0.035
C -1.39224 4.96117 -3.06923 0.013 0.014 -0.021
C -2.20155 5.94789 -2.52134 -0.010 -0.002 0.005
C -2.76456 5.78151 -1.26046 0.004 0.011 -0.006
C -2.52215 4.62660 -0.54280 0.008 -0.038 0.002
C -0.83427 -1.72910 2.34343 -0.145 -0.100 0.252
O -0.29200 -1.39114 1.14796 0.235 0.149 -0.258
H 0.91603 -5.08131 1.06608 0.003 -0.001 0.006
H -0.30430 -3.89741 0.55064 -0.003 -0.012 -0.001
H 1.37242 -3.36616 0.91037 -0.022 -0.016 0.024
H -0.86723 -4.06397 4.74988 0.005 0.002 -0.002
H -2.40907 -2.44864 5.80475 0.006 0.002 -0.002
H -2.99985 -0.35147 4.59812 -0.001 0.001 -0.014
H -2.80413 1.05008 2.71902 -0.009 0.022 -0.015
H -0.51956 3.02504 -2.78779 -0.005 -0.007 0.003
H -0.96517 5.09477 -4.05367 -0.004 0.002 0.005
H -2.39874 6.85215 -3.08154 0.001 -0.002 0.004
H -3.39406 6.55449 -0.84204 0.000 -0.004 0.001
H -2.95740 4.48438 0.43711 0.002 -0.007 -0.004
N 4.04450 1.53341 0.18392 0.016 0.000 0.008
C 3.69228 0.09077 0.52231 -0.060 -0.041 0.010
C 4.97136 -0.63812 0.91544 0.007 0.025 0.014
P 2.49209 0.12507 1.90671 0.097 -0.057 -0.035
O 3.11532 1.31257 2.76813 -0.040 -0.004 -0.010
O 2.31998 -1.17088 2.55468 -0.013 0.023 0.041
O 1.21460 0.76728 1.26386 -0.148 -0.031 -0.123
P 3.02392 -0.64976 -1.11625 0.089 0.190 -0.125
O 3.63432 -2.99601 -0.57900 0.061 -0.028 0.029
O 1.57200 0.04148 -1.13801 -0.143 -0.354 0.259
O 2.50250 -2.11145 -0.55113 -0.005 -0.082 -0.022
H 4.37996 2.01096 1.02797 0.006 0.015 0.000
H 3.23266 2.05146 -0.16526 -0.003 0.012 0.008
H 4.78220 1.57099 -0.52610 -0.005 0.013 -0.012
H 5.47475 -0.13480 1.74402 0.010 -0.006 -0.006
H 5.66167 -0.70919 0.07038 0.002 -0.002 0.011
H 4.72592 -1.64794 1.23823 -0.001 0.005 0.002
H 3.10148 1.18920 3.72792 0.014 -0.023 0.014
H 3.41172 -3.59754 -1.30960 -0.047 0.036 -0.003
F -0.59845 -3.49171 -2.20926 -0.011 0.020 0.008
C -1.68835 -2.85294 -2.64843 0.024 -0.027 0.066
F -1.95624 -3.25466 -3.87633 -0.015 0.012 -0.020
F -2.69901 -3.17317 -1.84184 0.021 0.005 -0.019
C -1.43826 -1.31117 -2.58871 -0.040 -0.137 -0.137
O -0.86449 -1.05257 -1.35593 -0.048 0.235 0.219
C -0.47520 -0.85970 -3.72374 0.059 0.024 -0.008
F 0.59562 -1.65560 -3.75272 0.020 -0.012 -0.001
F -0.04725 0.38303 -3.48704 0.031 0.007 0.005
F -1.07979 -0.89086 -4.89684 -0.010 0.003 -0.008
C -2.78823 -0.52835 -2.66244 -0.064 0.033 0.127
F -3.57979 -1.03226 -3.58765 -0.010 -0.014 -0.020
F -2.56506 0.76157 -2.92605 0.011 0.000 -0.020
F -3.39406 -0.58967 -1.47255 -0.017 -0.008 -0.026
```
Positions in Å, forces in eV/Å.

=====

# 3
ORCA calculation (the ωB97M-V functional and the def2-TZVPD basis) on a structure of composition C21H20I2N5OReSe in a non-equilibrium geometry.

Output
LUMO level (spin up / spin down): -12.201 / -12.129 eV
Multiplicity: 2
HOMO energy (spin up / spin down): -16.774 / -16.774 eV
Charge: +3

```
51
Properties=species:S:1:pos:R:3:forces:R:3
Re -0.17819 0.53365 0.30981 -1.402 2.999 2.586
I -1.06436 5.68909 1.00191 0.110 -0.357 0.431
C -0.66846 4.20197 2.39687 -0.164 0.369 -0.756
C -0.57083 4.48888 3.75572 0.023 0.003 0.126
C -0.31460 3.50015 4.69322 0.018 0.227 0.669
I -0.21107 4.03438 6.70383 -0.032 -0.124 -0.594
C -0.13212 2.13422 4.27890 0.082 -0.310 0.087
C 0.13132 1.04691 5.11877 -0.087 0.416 -0.031
C 0.28562 -0.22421 4.57868 0.009 -0.214 -0.398
C 0.17350 -0.40880 3.21401 0.080 -0.326 0.612
N -0.07772 0.61526 2.37752 0.009 -0.082 -1.535
C -0.22365 1.86484 2.90142 -0.113 0.369 -0.360
C -0.49198 2.87021 1.94575 0.019 -0.050 1.047
O -0.56231 2.50738 0.70234 0.692 -2.375 -1.102
H -0.69856 5.51128 4.08558 -0.020 -0.004 -0.012
H 0.21112 1.19281 6.18914 0.005 0.016 -0.001
H 0.49670 -1.07558 5.21071 -0.019 0.004 0.004
H 0.28570 -1.39387 2.77790 -0.001 0.041 -0.059
Se 2.33414 -1.26243 -0.74478 -0.591 -0.045 -0.074
N 1.78875 0.40556 -0.08256 0.072 -0.702 -0.582
C 2.91077 1.10713 0.18299 0.190 0.136 0.026
C 2.97972 2.44291 0.60784 -0.065 0.115 0.092
C 4.22035 2.99764 0.80346 -0.353 -0.062 -0.031
C 5.42022 2.25828 0.62960 0.261 -0.326 -0.090
C 5.39937 0.96362 0.20709 0.286 0.375 0.110
C 4.13860 0.36516 -0.04778 -0.535 -0.187 -0.053
N 3.97622 -0.86381 -0.50308 0.952 0.155 0.106
H 2.07216 3.02002 0.72659 0.053 0.064 -0.012
H 4.29062 4.04046 1.08499 0.008 -0.008 0.042
H 6.36886 2.73943 0.82536 -0.019 0.033 -0.019
H 6.30772 0.39730 0.05300 -0.045 -0.056 -0.034
C -3.21128 1.10474 0.67562 -0.551 0.176 0.159
C -4.67451 0.67280 0.32182 0.432 0.066 0.061
N -4.60708 -0.49772 -0.52457 -0.622 -0.137 -0.167
C -3.90996 -0.22814 -1.75363 0.089 -0.028 0.149
C -2.40627 0.09907 -1.39612 -0.077 0.088 -0.488
N -2.26189 0.10792 0.08887 0.654 -0.047 -0.079
C -2.57535 -1.25693 0.59783 -0.256 -0.481 0.118
C -4.05033 -1.62186 0.18354 0.270 0.112 -0.003
H -3.06108 1.13428 1.75667 0.131 -0.021 -0.039
H -2.97949 2.08181 0.25717 0.108 -0.022 -0.018
H -5.18860 1.47988 -0.19734 0.000 -0.025 -0.023
H -5.23749 0.44097 1.22410 -0.005 -0.032 -0.019
H -4.37107 0.61668 -2.26129 0.035 0.017 0.009
H -3.96563 -1.09270 -2.41220 0.058 0.000 0.008
H -2.12143 1.07910 -1.79491 0.032 0.008 0.105
H -1.75152 -0.67540 -1.81241 0.070 -0.005 0.083
H -2.45624 -1.27305 1.68209 0.046 0.130 -0.022
H -1.87530 -1.97335 0.15345 0.126 0.091 -0.011
H -4.64469 -1.82738 1.07170 0.000 -0.002 -0.003
H -4.06930 -2.50822 -0.44808 0.037 0.019 -0.014
```
Positions in Å, forces in eV/Å.